# 1
The following is a DFT calculation (ωB97M-V/def2-TZVPD) of one molecule with the formula C21H22N4O4S at a distorted geometry.

Each line ends with the Mulliken charge.
CARTESIAN COORDINATES (ANGSTROEM)
C  -5.292  -2.492  0.725  -1.59
C  -4.099  -1.631  0.995  0.89
C  -4.233  -0.387  1.597  -0.64
C  -3.122  0.402  1.837  -1.17
C  -1.865  -0.018  1.443  -0.21
C  -1.725  -1.243  0.798  -0.56
N  -0.436  -1.681  0.408  0.56
C  0.612  -1.599  1.419  -1.37
C  1.494  -0.358  1.202  0.70
O  1.349  0.667  1.839  -0.67
N  2.412  -0.526  0.240  0.13
C  3.356  0.510  -0.127  -0.56
C  4.763  0.047  0.060  0.05
C  5.509  -0.144  1.186  -0.49
C  6.764  -0.635  0.751  -0.51
C  6.685  -0.706  -0.605  -0.43
O  5.479  -0.299  -1.032  -0.35
C  -0.085  -2.136  -0.819  0.68
O  1.036  -2.582  -1.020  -0.79
C  -1.060  -1.977  -1.970  -0.91
C  -1.212  -0.486  -2.324  -0.29
C  -2.511  0.076  -1.807  0.07
O  -3.576  -0.488  -1.905  -0.63
N  -2.484  1.332  -1.234  0.04
C  -1.437  2.108  -0.823  0.32
N  -0.197  1.994  -1.149  -0.34
C  0.571  2.932  -0.543  -0.76
C  -0.084  3.797  0.265  -0.31
S  -1.769  3.435  0.291  -0.16
C  -2.833  -2.059  0.620  -0.15
H  -6.121  -2.231  1.378  0.41
H  -5.052  -3.544  0.856  0.37
H  -5.608  -2.344  -0.308  0.27
H  -5.213  -0.041  1.894  0.39
H  -3.233  1.357  2.330  0.48
H  -0.997  0.595  1.634  0.55
H  0.145  -1.535  2.402  0.44
H  1.227  -2.501  1.353  0.44
H  2.399  -1.385  -0.301  0.28
H  3.209  0.791  -1.175  0.32
H  3.146  1.362  0.525  0.46
H  5.201  0.045  2.194  0.53
H  7.603  -0.894  1.363  0.43
H  7.391  -1.015  -1.350  0.46
H  -2.042  -2.396  -1.765  0.43
H  -0.620  -2.517  -2.809  0.45
H  -1.252  -0.379  -3.411  0.50
H  -0.370  0.101  -1.961  0.30
H  -3.395  1.632  -0.904  0.33
H  1.626  2.938  -0.743  0.54
H  0.307  4.609  0.841  0.48
H  -2.712  -3.042  0.190  0.57

## Properties
relative energy (zero: lowest compared OMol25 entry of this formula, charge and spin): 131.3 kJ/mol
SMILES: Cc1cccc(N(CC(=O)NCc2ccco2)C(=O)CCC(=O)Nc2nccs2)c1
molar mass: 426.50 g/mol
max |F|: 1.0 eV/Å
2S+1: 1

***

# 2
The following is a DFT calculation (ωB97M-V/def2-TZVPD) of C21H22N5PPtS as an isolated structure.

Each line ends with the Mulliken charge.
CARTESIAN COORDINATES (ANGSTROEM)
Pt  -0.610  -1.044  -0.048  1.21
C  -3.484  -1.983  4.219  -1.26
C  -3.527  -2.525  2.842  0.87
N  -4.396  -3.348  2.365  -0.65
N  -4.025  -3.556  1.064  0.19
C  -2.941  -2.877  0.707  0.43
S  -2.111  -2.809  -0.761  -0.50
N  -2.614  -2.204  1.839  0.38
N  -1.464  -1.403  1.921  -0.94
H  -4.324  -2.392  4.774  0.35
H  -3.568  -0.895  4.221  0.34
H  -2.562  -2.269  4.730  0.33
H  -4.567  -4.177  0.483  0.17
H  -1.716  -0.510  2.339  0.39
H  -0.788  -1.862  2.530  0.35
N  1.871  -2.059  0.057  -0.33
C  2.869  -1.033  -0.164  -0.18
C  4.216  -1.343  -0.274  -0.55
C  5.156  -0.337  -0.451  -0.61
C  4.764  0.995  -0.515  -0.72
C  3.422  1.318  -0.421  -0.78
C  2.474  0.307  -0.257  0.68
P  0.734  0.693  -0.290  0.41
C  0.430  2.394  0.118  0.30
C  0.489  2.778  1.460  -0.28
C  0.295  4.106  1.798  -0.76
C  0.044  5.045  0.804  -0.46
C  -0.010  4.665  -0.530  -0.78
C  0.187  3.338  -0.881  0.00
C  -0.004  0.171  -1.851  0.01
C  0.687  -0.614  -2.812  -0.10
C  0.026  -1.059  -3.928  -0.80
C  -1.327  -0.742  -4.118  -0.38
C  -2.022  0.022  -3.200  -0.89
C  -1.370  0.497  -2.067  -0.32
H  2.044  -2.494  0.958  0.30
H  1.968  -2.802  -0.630  0.29
H  4.534  -2.376  -0.206  0.48
H  6.203  -0.596  -0.527  0.42
H  5.502  1.775  -0.642  0.45
H  3.105  2.352  -0.476  0.46
H  0.699  2.049  2.235  0.40
H  0.343  4.413  2.834  0.43
H  -0.105  6.083  1.072  0.42
H  -0.198  5.402  -1.298  0.44
H  0.160  3.043  -1.922  0.48
H  1.736  -0.840  -2.664  0.45
H  0.549  -1.647  -4.670  0.47
H  -1.832  -1.093  -5.009  0.45
H  -3.061  0.269  -3.367  0.46
H  -1.877  1.174  -1.391  0.50

## Properties
relative energy (zero: lowest compared OMol25 entry of this formula, charge and spin): 2.6 kJ/mol
total charge: +2
molar mass: 602.56 g/mol
max |F|: 0.7 eV/Å
2S+1: 1

***

Copy entry 2 word for word.
The following is a DFT calculation (ωB97M-V/def2-TZVPD) of C21H22N5PPtS as an isolated structure.

Each line ends with the Mulliken charge.
CARTESIAN COORDINATES (ANGSTROEM)
Pt  -0.610  -1.044  -0.048  1.21
C  -3.484  -1.983  4.219  -1.26
C  -3.527  -2.525  2.842  0.87
N  -4.396  -3.348  2.365  -0.65
N  -4.025  -3.556  1.064  0.19
C  -2.941  -2.877  0.707  0.43
S  -2.111  -2.809  -0.761  -0.50
N  -2.614  -2.204  1.839  0.38
N  -1.464  -1.403  1.921  -0.94
H  -4.324  -2.392  4.774  0.35
H  -3.568  -0.895  4.221  0.34
H  -2.562  -2.269  4.730  0.33
H  -4.567  -4.177  0.483  0.17
H  -1.716  -0.510  2.339  0.39
H  -0.788  -1.862  2.530  0.35
N  1.871  -2.059  0.057  -0.33
C  2.869  -1.033  -0.164  -0.18
C  4.216  -1.343  -0.274  -0.55
C  5.156  -0.337  -0.451  -0.61
C  4.764  0.995  -0.515  -0.72
C  3.422  1.318  -0.421  -0.78
C  2.474  0.307  -0.257  0.68
P  0.734  0.693  -0.290  0.41
C  0.430  2.394  0.118  0.30
C  0.489  2.778  1.460  -0.28
C  0.295  4.106  1.798  -0.76
C  0.044  5.045  0.804  -0.46
C  -0.010  4.665  -0.530  -0.78
C  0.187  3.338  -0.881  0.00
C  -0.004  0.171  -1.851  0.01
C  0.687  -0.614  -2.812  -0.10
C  0.026  -1.059  -3.928  -0.80
C  -1.327  -0.742  -4.118  -0.38
C  -2.022  0.022  -3.200  -0.89
C  -1.370  0.497  -2.067  -0.32
H  2.044  -2.494  0.958  0.30
H  1.968  -2.802  -0.630  0.29
H  4.534  -2.376  -0.206  0.48
H  6.203  -0.596  -0.527  0.42
H  5.502  1.775  -0.642  0.45
H  3.105  2.352  -0.476  0.46
H  0.699  2.049  2.235  0.40
H  0.343  4.413  2.834  0.43
H  -0.105  6.083  1.072  0.42
H  -0.198  5.402  -1.298  0.44
H  0.160  3.043  -1.922  0.48
H  1.736  -0.840  -2.664  0.45
H  0.549  -1.647  -4.670  0.47
H  -1.832  -1.093  -5.009  0.45
H  -3.061  0.269  -3.367  0.46
H  -1.877  1.174  -1.391  0.50

## Properties
relative energy (zero: lowest compared OMol25 entry of this formula, charge and spin): 2.6 kJ/mol
total charge: +2
molar mass: 602.56 g/mol
max |F|: 0.7 eV/Å
2S+1: 1